1.
DFT (wB97M-V/def2-TZVPD) results for a molecular structure, C46H62AuBFGeN6.

```
118
Properties=species:S:1:pos:R:3:mulliken_charge:R:1
C 5.842 1.126 1.096 -0.570
C 0.428 5.250 -0.024 -0.102
C -2.693 -0.338 1.399 0.077
C 1.149 4.111 -0.374 0.668
C -1.907 -2.970 -1.833 0.007
H -0.360 -1.675 -5.573 0.327
Ge 1.309 2.528 0.772 2.857
C 4.110 -0.904 -2.128 -0.826
H 0.767 7.063 -2.864 0.361
H -1.350 -2.695 1.044 -0.839
H -4.477 -4.109 -2.038 0.412
H 2.251 3.153 -1.961 0.320
H 2.128 -3.353 3.065 0.564
C 2.911 -2.894 -3.077 -1.385
H -0.275 7.189 -0.621 0.376
H -3.504 0.127 -4.434 0.386
H -2.618 -3.110 2.467 0.046
H -3.432 -0.991 4.681 0.487
C -2.663 -0.155 -5.072 -1.767
C 0.878 6.241 -2.166 -0.590
C -3.176 0.861 0.936 -1.610
F 1.701 1.252 -3.708 -0.875
H -4.155 1.267 1.121 0.631
H 6.340 2.993 0.161 0.389
C -2.113 1.518 0.305 -0.163
H 3.549 -3.446 0.994 0.490
H 1.689 4.917 2.751 0.423
H 4.902 -0.982 -2.879 0.506
H -4.263 -5.197 -0.653 0.392
C -2.854 -0.573 3.855 -1.369
H -2.342 -3.099 -3.975 0.474
H -2.283 -4.932 -2.317 0.591
C -1.989 -2.524 -3.133 -0.712
C 4.812 0.305 1.533 -0.615
C -3.914 -4.271 -1.119 -1.422
C 5.543 2.349 0.513 -0.652
C 1.147 -3.238 2.591 -0.078
H -0.119 1.030 2.838 -0.098
C -0.126 2.111 4.687 -0.653
H 0.734 -0.646 -4.604 0.087
H -0.539 -4.560 2.229 0.108
H -1.380 3.477 0.276 -0.731
C 1.175 4.126 3.284 -0.507
C -2.408 -4.329 -1.412 0.042
C 0.173 1.947 3.341 0.134
C -1.651 -5.040 -0.297 -1.278
H 4.003 3.716 -0.069 0.291
H -4.427 -0.654 2.451 0.586
H 0.835 -1.230 3.369 0.266
C 1.475 -2.763 1.200 0.313
H -1.864 3.927 -2.160 0.505
C 0.473 -4.608 2.632 -1.534
B -0.865 -1.864 0.347 0.520
C 3.550 -2.292 -1.823 -0.141
H 4.527 -0.434 -1.240 0.002
H -2.413 2.248 -2.320 0.370
H 2.709 0.034 1.714 -0.205
C -0.198 -0.672 -5.164 -1.408
H -2.906 -1.110 -5.544 0.315
H -4.270 3.003 -0.554 0.394
C 3.493 0.707 1.381 -0.316
H -0.571 -4.955 -0.422 0.279
H 2.546 -3.906 -2.888 0.342
H 6.873 0.809 1.202 0.375
C 4.221 2.752 0.378 -0.869
H 3.339 -0.245 -2.531 -0.046
H -2.907 0.516 3.903 0.393
H 1.034 -5.336 2.045 0.365
C 2.688 -2.947 0.577 -1.228
H -4.168 -2.922 1.652 0.236
H -0.036 5.318 0.956 0.276
H 3.630 -2.924 -3.899 0.471
C 1.599 5.110 -2.530 -0.919
C -2.116 2.896 -0.283 2.397
N -1.050 0.728 0.393 1.113
H 0.407 -4.965 3.663 0.477
C 0.293 6.312 -0.910 -0.682
H 0.814 0.148 0.689 -0.681
C -3.570 -2.587 2.497 -1.434
C 0.832 2.952 2.619 -0.027
C 0.368 0.966 0.131 -1.086
H 1.155 5.210 5.136 0.404
H 5.029 -0.661 1.973 0.390
C 2.563 -2.328 -0.682 0.393
C -3.470 3.571 -0.072 -2.095
N -1.412 -1.942 -1.088 0.737
Au 1.052 0.803 -1.813 1.219
H -2.565 0.592 -5.863 0.446
C 3.176 1.936 0.803 0.435
C -1.750 2.916 -1.764 -0.786
N 0.666 -2.085 0.330 1.045
N 1.363 -1.796 -0.799 -0.171
H -0.644 -2.132 3.034 -0.561
C -1.367 -0.258 -4.268 1.206
H -4.085 -2.889 3.412 0.498
C -1.520 -1.200 -3.113 -0.243
H 4.386 -2.934 -1.520 0.396
H 0.317 -2.523 4.462 0.564
C -3.416 -1.072 2.511 0.140
C 0.370 -2.216 3.414 -0.855
H -0.087 0.033 -5.990 0.447
H 0.000 3.424 6.383 0.370
H -1.123 0.722 -3.850 -0.414
N -1.390 -0.463 1.007 0.990
H -0.636 1.323 5.226 0.447
H -1.918 -6.100 -0.285 0.528
H -3.452 4.565 -0.521 0.461
H 2.061 -2.284 -3.388 0.082
H -0.727 2.588 -1.938 -0.363
C 1.736 4.054 -1.641 -0.571
H -1.913 -4.623 0.672 -0.144
H 2.039 5.035 -3.516 0.448
H -3.711 3.679 0.987 0.397
H -4.143 -3.438 -0.454 0.138
N -1.174 -0.867 -1.883 0.284
H -1.812 -0.859 3.993 0.085
C 0.877 4.292 4.631 -0.695
C 0.229 3.288 5.332 -0.676
```

Calculated values
2S+1: 1
F_max in eV/Å: 0.90
Net charge: -1
HOMO-LUMO gap in eV: 6.5
HOMO in eV: -4.1
LUMO in eV: 2.5

***

2.
DFT (wB97M-V/def2-TZVPD) results for a molecular structure, C9H38O10 at a distorted geometry.

```
57
Properties=species:S:1:pos:R:3:mulliken_charge:R:1
H -3.781 -2.918 -26.845 0.742
H -4.208 2.698 -23.865 0.361
H -2.089 0.282 -28.520 0.629
C -3.472 0.725 -25.505 -0.227
H 0.087 3.604 -27.374 0.344
O 0.117 1.254 -28.265 -0.628
O -3.373 -1.556 -28.212 -1.070
C -2.365 -3.837 -28.109 -2.016
H -3.612 1.493 -26.265 0.144
H -1.138 -1.689 -24.939 0.545
H -3.439 0.704 -27.978 0.458
H -4.437 0.367 -25.145 0.550
H 0.478 0.835 -26.160 0.727
C 0.598 2.870 -26.750 -1.763
H 0.249 -2.420 -29.618 0.427
H -2.741 -3.999 -27.099 0.450
H -3.121 -0.530 -23.535 0.461
H -0.550 -2.979 -26.446 0.561
H -1.688 -0.420 -24.322 0.545
H -2.198 -4.844 -28.493 0.476
C -2.601 1.210 -24.313 0.725
O -0.898 -0.960 -24.367 -1.015
H -1.484 -2.117 -29.980 0.315
H -3.170 -3.243 -28.540 0.450
H -3.080 -0.647 -28.140 0.578
H -0.538 1.899 -28.542 0.520
H -3.960 1.543 -22.619 0.369
H -0.317 -0.802 -26.460 0.584
C -3.435 2.080 -23.409 -1.826
O -1.172 -2.950 -25.719 -0.941
C -0.752 -2.852 -29.644 -1.449
O -2.610 0.302 -27.717 -0.837
H -1.237 -2.165 -27.632 -0.292
H -1.713 0.669 -26.141 -2.041
H -3.008 -0.073 -26.086 0.128
H 0.479 -4.349 -28.302 0.422
H 0.699 -1.143 -27.530 0.261
C -0.010 1.522 -26.851 -0.106
H -0.775 -3.809 -30.164 0.482
H -1.707 1.786 -24.552 0.409
O -3.261 -2.283 -26.353 -0.518
C -1.062 -3.091 -28.179 1.551
H -1.671 -0.182 -27.109 -0.618
H -2.864 2.804 -22.827 0.405
H -3.029 -2.738 -25.543 0.609
H -1.550 2.362 -25.683 0.452
H -3.524 -1.832 -27.308 0.279
O -1.552 -0.855 -26.438 -0.419
O -0.036 -3.927 -27.610 -0.577
H -2.028 2.059 -27.301 0.613
H 0.671 3.125 -25.693 0.384
H -2.016 -2.768 -26.133 -0.262
O -2.314 -0.017 -23.618 -0.410
O 0.507 -0.502 -26.844 -0.704
H 1.667 2.824 -26.959 0.430
C -1.412 1.653 -26.499 0.718
H -2.364 -1.361 -26.459 -0.383
```

Calculated values
Relative energy (zero: lowest compared OMol25 entry of this formula, charge and spin) in kcal/mol: 676.1
2S+1: 1
F_max in eV/Å: 14.19
HOMO-LUMO gap in eV: 7.1
HOMO in eV: -7.3
LUMO in eV: -0.2